DFT (ωB97M-V with the def2-TZVPD basis set) results for a 11-piece molecular cluster, C23H68N4O11 overall at a distorted geometry.

For the strongest force on any atom, the calculation gives 1.86 eV/Å. The frontier orbital gap is 9.484 eV. The total charge is 0. Its energy relative to the best compared isomer or geometry (same formula, charge and spin) is 0.845 eV.

The geometry in XYZ format:
```
106
Properties=species:S:1:pos:R:3:forces:R:3
O 7.145950 -10.302451 22.157875 -0.04 0.07 0.40
O 16.328596 -11.699610 22.924766 0.25 0.12 0.43
O 14.791655 -8.525169 18.721078 0.06 -0.15 -0.07
O 13.785152 -11.317720 23.943874 1.00 0.30 -0.42
O 11.763366 -10.549956 26.894465 -0.28 -0.67 -0.67
O 13.298709 -8.133048 26.313665 -0.14 0.37 0.22
O 14.509955 -15.831213 22.582343 0.57 -0.12 0.12
O 10.045757 -12.941034 17.262016 0.48 -0.22 -0.05
O 11.277597 -3.945181 22.912830 -0.03 -0.03 -0.53
O 8.590926 -13.502689 24.517706 0.35 0.55 0.50
O 15.514922 -14.089534 28.000765 -0.30 0.51 -0.14
N 11.258610 -12.000952 25.188110 1.83 0.26 -0.21
N 13.664649 -12.743202 28.011293 -0.36 0.12 0.40
N 9.642112 -11.329302 26.613471 0.38 -0.03 0.24
N 15.025495 -12.791727 26.191603 0.02 -0.17 0.48
C 15.180759 -9.431069 27.084864 0.23 0.58 -0.33
C 14.798630 -13.248936 27.462721 0.10 -0.78 -0.19
C 9.506684 -14.797308 22.668854 0.17 -0.12 0.40
C 14.690757 -8.390168 26.078160 -1.01 -0.35 0.09
C 12.177591 -10.934855 22.194462 -0.14 1.51 -0.32
C 9.071985 -14.701444 18.558083 -0.71 -0.24 -0.90
C 10.369240 -13.984150 18.178453 -1.06 -0.93 0.40
C 16.870543 -9.535498 22.025772 0.03 0.28 0.31
C 8.993124 -8.856926 22.252822 1.08 0.97 0.00
C 9.086988 -14.783261 24.134127 -0.48 -0.07 -0.48
C 11.970640 -6.243572 23.252066 0.65 -0.59 -1.14
C 13.126009 -10.288909 23.199737 -1.04 -1.03 0.25
C 13.128731 -10.193666 18.274937 -0.25 -0.38 -1.05
C 14.288270 -14.723218 23.462556 -1.16 -0.90 -0.11
C 11.072316 -13.471377 19.406413 1.10 0.39 0.84
C 13.275091 -4.267618 24.181386 0.25 -0.41 -0.80
C 13.163583 -15.198495 24.387233 -0.36 1.56 -0.37
C 8.526615 -10.235519 22.571674 -0.91 -0.81 -0.28
C 14.546094 -9.730894 17.989944 0.00 -0.07 0.46
C 10.953230 -11.269700 26.278018 -0.59 0.66 0.37
C 12.421103 -4.798376 23.023004 -0.53 0.02 1.65
C 15.412582 -7.062255 26.185745 -0.31 -0.24 -0.24
C 17.137665 -10.526002 23.147643 0.56 0.24 -0.56
H 15.879008 -9.092687 22.124881 -0.14 -0.25 -0.16
H 12.805369 -8.960048 26.457175 0.28 0.08 0.02
H 14.686264 -9.525744 16.925195 -0.23 -0.17 -0.05
H 17.543459 -8.675592 22.063278 0.20 -0.19 0.15
H 15.274924 -10.505475 18.257841 0.02 0.10 0.14
H 16.815621 -12.405868 23.363793 -0.34 -0.21 -0.11
H 14.987594 -15.549973 21.796866 0.07 0.09 0.11
H 12.841654 -10.369962 19.308415 0.36 0.51 0.19
H 12.457081 -9.488906 17.783856 -0.24 0.06 0.40
H 6.783646 -11.150472 22.430348 0.00 0.04 -0.05
H 15.126727 -14.431182 24.095843 0.41 -0.15 -0.41
H 16.985455 -10.001348 21.049381 -0.13 -0.06 0.00
H 15.485840 -6.765696 27.231904 0.13 0.02 -0.01
H 9.279636 -15.669683 19.015186 0.05 0.27 0.55
H 13.365129 -13.101863 28.899293 0.14 -0.02 0.01
H 14.608342 -11.567638 23.465266 -0.28 0.05 0.35
H 12.766220 -4.478467 25.122003 0.15 0.09 0.12
H 15.831779 -13.176128 25.740615 0.07 0.27 -0.11
H 10.695583 -12.489127 19.698510 -0.14 -0.04 -0.06
H 12.220872 -11.870137 24.871312 -0.27 -0.51 -0.02
H 16.980767 -10.060998 24.126872 -0.39 -0.22 -0.01
H 10.735640 -12.783883 24.847811 -0.39 0.10 0.07
H 10.060357 -8.726945 22.461263 -0.05 -0.23 0.08
H 12.161301 -13.384617 19.311394 -0.07 0.30 -0.55
H 10.347605 -14.113361 22.536969 0.05 -0.07 -0.07
H 8.515087 -8.092741 22.868282 -0.30 -0.24 0.05
H 16.116455 -9.898255 26.771513 -0.10 -0.17 -0.05
H 12.281649 -15.362238 23.764604 0.06 -0.61 0.05
H 11.373851 -6.514549 24.123256 -0.05 0.68 0.18
H 12.976326 -4.740287 22.087601 -0.18 0.11 -0.09
H 12.647257 -11.316114 21.288081 0.22 -0.41 0.29
H 12.841583 -6.906879 23.297419 0.08 0.10 0.06
H 8.873949 -8.541813 21.215808 -0.26 -0.38 -0.08
H 14.822019 -6.308433 25.665101 0.16 0.03 -0.06
H 9.953921 -15.000082 24.761904 -0.08 0.12 0.08
H 8.491139 -14.981941 17.670564 0.38 0.17 -0.25
H 10.769368 -4.047552 23.724435 0.01 0.01 -0.02
H 9.822890 -15.811738 22.416323 0.06 0.09 -0.19
H 11.561541 -10.096281 21.846230 -0.22 -0.27 -0.14
H 13.775386 -9.565782 22.704081 0.27 -0.11 0.25
H 18.179910 -10.865278 23.137311 -0.01 0.23 -0.12
H 13.020923 -12.154201 27.501014 0.16 0.10 0.11
H 16.399166 -7.143989 25.728435 0.09 0.16 0.13
H 9.050101 -11.879074 26.015727 -0.43 0.13 0.19
H 12.862710 -14.361246 25.027805 0.28 -0.13 0.23
H 8.636877 -10.452945 23.642333 -0.09 0.16 -0.02
H 13.435731 -3.199976 24.045611 -0.07 0.06 0.14
H 11.431398 -6.545950 22.349867 -0.20 -0.08 0.13
H 8.724477 -14.478155 21.979460 -0.16 -0.11 0.13
H 15.359475 -7.972129 18.179210 0.05 0.08 0.13
H 10.787920 -12.869044 16.653067 -0.12 0.22 -0.02
H 14.498759 -12.015778 25.831487 0.23 0.06 -0.42
H 12.928973 -11.158073 17.793858 0.23 0.04 -0.14
H 10.960813 -14.775162 17.709609 0.29 0.27 -0.28
H 9.327295 -10.660695 27.291420 -0.29 -0.18 0.03
H 12.509812 -9.794231 23.956963 0.16 0.40 -0.22
H 14.710179 -8.766225 25.045059 0.60 -0.12 0.04
H 11.026765 -14.119581 20.284917 -0.59 -0.23 -0.18
H 11.523604 -11.642434 22.692858 0.05 -0.23 -0.16
H 13.953007 -13.900778 22.825746 0.03 0.36 0.46
H 8.344220 -14.099188 19.104977 0.42 0.06 0.50
H 14.391315 -10.162779 27.229730 0.19 -0.25 0.10
H 7.686932 -13.361772 24.229613 -0.03 -0.28 -0.18
H 8.324710 -15.534721 24.361839 0.13 -0.08 -0.13
H 13.431763 -16.041820 25.013678 0.04 -0.17 -0.18
H 9.018423 -11.062902 22.043297 0.54 0.46 -0.05
H 15.384695 -8.923654 28.029122 -0.17 -0.12 0.11
H 14.252710 -4.756911 24.155617 -0.06 0.00 0.28
```
Positions in Å, forces in eV/Å.